# 1
{"formula": "C25H25N2PSr", "method": "ωB97M-V with the def2-TZVPD basis set", "e_tot_ev": -39427.463, "charge": -2, "homo_lumo_gap_ev": [3.0, 3.0], "species": ["C", "C", "C", "C", "C", "Sr", "N", "C", "C", "H", "H", "H", "H", "H", "H", "H", "H", "H", "H", "N", "P", "C", "C", "C", "C", "C", "C", "C", "C", "C", "C", "C", "C", "C", "C", "C", "C", "C", "C", "H", "H", "H", "H", "H", "H", "H", "H", "H", "H", "H", "H", "H", "H", "H"], "coordinates": [[-0.48, 1.08, -4.80], [0.91, 1.23, -4.64], [1.13, 2.20, -3.63], [-0.14, 2.61, -3.15], [-1.13, 1.93, -3.89], [-0.46, -0.29, -2.38], [-2.63, -0.65, -3.47], [0.29, -2.62, -3.23], [1.30, -2.38, -4.02], [2.11, 2.62, -3.32], [1.69, 0.72, -5.25], [-0.33, 3.38, -2.37], [-2.22, 2.02, -3.76], [-0.97, 0.42, -5.53], [1.05, -2.00, -5.04], [-0.19, -2.54, -2.01], [-3.09, -1.78, -3.73], [2.48, -2.56, -3.91], [-0.41, -3.38, -3.69], [-0.17, 0.48, 0.19], [1.09, -0.39, 0.85], [-0.57, 1.74, 0.59], [0.35, 2.80, 0.79], [-0.11, 4.02, 1.28], [-1.48, 4.22, 1.52], [-2.38, 3.18, 1.33], [-1.96, 1.96, 0.80], [0.31, -2.05, 0.90], [-1.06, -2.26, 0.65], [-1.61, -3.52, 0.88], [-0.80, -4.59, 1.28], [0.57, -4.38, 1.51], [1.13, -3.12, 1.30], [1.24, 0.00, 2.62], [0.15, -0.06, 3.48], [0.32, 0.22, 4.84], [1.58, 0.57, 5.34], [2.68, 0.62, 4.47], [2.52, 0.35, 3.11], [1.41, 2.63, 0.56], [0.62, 4.81, 1.46], [-1.83, 5.20, 1.85], [-3.43, 3.29, 1.58], [-2.64, 1.14, 0.57], [-1.69, -1.44, 0.29], [-2.68, -3.66, 0.75], [-1.22, -5.59, 1.42], [1.20, -5.19, 1.87], [2.20, -2.95, 1.46], [-0.85, -0.32, 3.10], [-0.54, 0.17, 5.51], [1.71, 0.80, 6.40], [3.67, 0.87, 4.85], [3.35, 0.41, 2.42]]}

# 2
{"formula": "CH3ClOS2", "method": "ωB97M-V with the def2-TZVPD basis set", "e_tot_ev": -37323.545, "charge": 0, "e_above_lowest_kcal_mol": 49.5, "homo_lumo_gap_ev": [7.5, 7.0], "species": ["C", "O", "S", "S", "Cl", "H", "H", "H"], "coordinates": [[-0.18, -0.22, 1.07], [3.61, 1.15, 0.64], [-1.17, -1.64, 0.77], [3.77, -0.29, 0.53], [4.42, -0.69, -1.39], [-0.59, 0.04, 2.05], [-0.40, 0.59, 0.30], [0.92, -0.30, 1.04]]}

# 3
{"formula": "C2H2F2IO3S", "method": "ωB97M-V with the def2-TZVPD basis set", "e_tot_ev": -32617.263, "charge": -1, "s2": 2.01, "multiplicity": 3, "homo_lumo_gap_ev": [4.7, 7.1], "species": ["C", "C", "O", "O", "O", "F", "F", "S", "I", "H", "H"], "coordinates": [[-1.10, 0.81, -0.97], [-0.78, -0.42, -0.29], [2.05, 1.11, 1.39], [2.87, -0.70, 0.02], [1.36, -1.25, 1.96], [0.05, 1.46, -1.26], [-0.76, -1.56, -1.14], [1.90, -0.28, 0.98], [-2.02, -1.02, 1.44], [-1.84, 1.32, -0.26], [-1.74, 0.53, -1.85]]}

# 4
{"formula": "C20H18BFIrN7", "method": "ωB97M-V with the def2-TZVPD basis set", "e_tot_ev": -37699.822, "charge": 0, "e_above_lowest_kcal_mol": 0.0, "homo_lumo_gap_ev": 7.9, "species": ["Ir", "C", "C", "N", "N", "C", "B", "N", "C", "C", "C", "N", "N", "C", "C", "C", "N", "H", "H", "H", "H", "H", "H", "H", "H", "H", "H", "C", "C", "C", "C", "N", "C", "C", "C", "C", "C", "C", "C", "H", "H", "H", "H", "H", "H", "H", "H", "F"], "coordinates": [[-0.28, -0.50, -0.28], [0.99, 0.27, -4.53], [0.88, -0.61, -3.45], [0.29, -0.01, -2.42], [0.00, 1.24, -2.82], [0.42, 1.44, -4.08], [-0.74, 2.21, -1.87], [0.11, 2.40, -0.60], [0.54, 3.53, -0.02], [1.31, 3.19, 1.08], [1.29, 1.80, 1.11], [0.57, 1.33, 0.09], [-2.07, 1.54, -1.46], [-3.34, 1.80, -1.80], [-4.15, 0.84, -1.22], [-3.28, 0.01, -0.52], [-2.03, 0.46, -0.66], [1.43, 0.08, -5.50], [1.17, -1.64, -3.40], [0.27, 2.39, -4.56], [-0.94, 3.25, -2.43], [0.29, 4.48, -0.44], [1.81, 3.86, 1.77], [1.75, 1.12, 1.81], [-3.57, 2.63, -2.44], [-5.22, 0.76, -1.29], [-3.46, -0.87, 0.07], [2.74, -3.55, -0.26], [2.85, -3.85, 1.09], [2.15, -3.08, 2.00], [1.38, -2.01, 1.55], [1.31, -1.70, 0.24], [1.96, -2.48, -0.64], [0.48, -1.24, 2.40], [0.59, -1.16, 3.79], [-0.35, -0.45, 4.51], [-1.40, 0.17, 3.84], [-1.49, 0.12, 2.45], [-0.54, -0.58, 1.69], [3.25, -4.13, -1.02], [3.43, -4.70, 1.42], [2.17, -3.32, 3.05], [1.85, -2.21, -1.67], [1.43, -1.62, 4.30], [-0.28, -0.38, 5.59], [-2.15, 0.71, 4.40], [-2.29, 0.66, 1.96], [-1.14, -2.20, -0.83]]}